{"formula": "C27H41F9MoOP2", "method": "ωB97M-V/def2-TZVPD", "species": ["Mo", "C", "C", "C", "C", "C", "C", "H", "H", "H", "C", "H", "H", "H", "C", "H", "H", "H", "C", "H", "H", "H", "C", "H", "H", "H", "C", "C", "C", "C", "C", "C", "C", "C", "H", "H", "H", "H", "H", "H", "H", "H", "H", "H", "H", "H", "P", "C", "C", "P", "C", "C", "C", "H", "H", "H", "H", "H", "H", "H", "H", "H", "H", "H", "H", "H", "H", "F", "C", "F", "F", "C", "O", "C", "F", "F", "F", "C", "F", "F", "F"], "xyz": [[0.285929, -1.447949, 0.343583], [-0.625941, -2.878396, 1.870526], [0.742118, -3.247513, 1.542261], [0.776761, -1.199098, 2.675579], [-0.593625, -1.603568, 2.543192], [1.608075, -2.219292, 2.083966], [-1.841982, -3.734851, 1.753038], [-1.694566, -4.505425, 0.988198], [-2.725427, -3.134403, 1.494960], [-2.076588, -4.249791, 2.700759], [-1.727023, -0.910172, 3.191890], [-2.686182, -1.394604, 2.947344], [-1.753736, 0.143162, 2.881384], [-1.624640, -0.923972, 4.286920], [1.219832, -0.048743, 3.494001], [1.031773, -0.228310, 4.565279], [0.652196, 0.847343, 3.202909], [2.298814, 0.141393, 3.381771], [3.088134, -2.279476, 2.190757], [3.405272, -2.726460, 3.146632], [3.536319, -1.280033, 2.148261], [3.496190, -2.906073, 1.388760], [1.191912, -4.428804, 0.768088], [1.621589, -5.201475, 1.415165], [1.960739, -4.128914, 0.042623], [0.347461, -4.864843, 0.216318], [-1.167326, 1.293125, -2.992542], [-1.742758, -0.020375, -2.940719], [-1.413012, -1.025235, -4.083220], [0.069881, -1.115659, -4.457544], [1.057230, -0.788223, -3.377422], [1.676547, 0.427399, -3.307754], [1.199933, 1.774056, -3.789920], [-0.324865, 1.820781, -4.076100], [-1.980229, -0.750663, -4.986507], [0.302484, -0.514764, -5.348866], [-1.756404, -2.028024, -3.816705], [-0.576698, 1.320632, -5.022796], [-1.502898, 2.039619, -2.254134], [-2.849617, 0.019968, -2.863872], [-0.596827, 2.880655, -4.233487], [1.451885, 2.568764, -3.063790], [2.749453, 0.453042, -3.095127], [1.740309, 2.060910, -4.705304], [0.253962, -2.153676, -4.778418], [1.574939, -1.672573, -2.984246], [-1.426190, -0.390788, -1.192813], [-2.773024, 0.272431, -0.281386], [-1.304548, -2.197167, -1.312468], [1.892680, 0.527788, 0.288625], [0.103061, 0.600544, -0.730582], [2.973430, -0.556381, -0.723777], [2.527941, 2.180766, -0.074726], [-2.430234, 0.857421, 0.584528], [-3.420516, -0.547849, 0.054058], [-3.326754, 0.923703, -0.969597], [-0.485646, -2.550530, -1.962088], [-2.273768, -2.501855, -1.754397], [-1.268776, -2.694590, -0.317033], [2.687924, 2.319524, -1.149373], [3.485253, 2.275497, 0.451092], [1.852485, 2.947979, 0.309491], [-0.333247, 1.549462, -0.396096], [0.588106, 0.768298, -1.697751], [3.600731, -1.146858, -0.044838], [3.617253, 0.049190, -1.371155], [2.402462, -1.267370, -1.337635], [-1.173745, 3.721270, -0.184381], [-1.731067, 3.885172, 1.054371], [-1.754245, 5.224213, 1.302035], [-3.026167, 3.476707, 0.959270], [-0.928073, 3.057284, 2.168476], [-0.651990, 1.840473, 1.815037], [0.346216, 3.985332, 2.482068], [0.057282, 5.016392, 3.328376], [1.345560, 3.263202, 3.051717], [0.870689, 4.534582, 1.337415], [-1.820681, 3.103672, 3.494322], [-2.392173, 4.322620, 3.723218], [-2.832520, 2.201573, 3.422395], [-1.077111, 2.768784, 4.587920]], "forces_ev_per_angstrom": [[2.108, 1.699, 3.282], [0.887, 0.124, 0.597], [-0.683, 0.557, 0.967], [-0.557, -0.921, 0.074], [0.528, -0.542, -0.322], [-0.961, -0.329, -0.339], [-0.346, -0.158, -0.298], [-0.180, 0.052, 0.156], [0.170, -0.212, 0.039], [0.279, 0.257, -0.290], [-0.748, 0.247, -0.170], [0.333, 0.239, 0.109], [-0.003, -0.178, 0.127], [0.106, -0.059, -0.258], [0.331, 0.547, -0.036], [-0.053, -0.149, -0.344], [0.144, -0.137, 0.101], [-0.378, -0.024, 0.033], [0.378, -0.085, -0.260], [-0.279, 0.082, -0.241], [-0.027, -0.237, 0.006], [0.108, 0.155, 0.208], [-0.041, -0.382, -0.298], [-0.050, 0.073, -0.124], [-0.051, -0.213, 0.090], [0.325, -0.032, 0.144], [-0.475, 2.476, -0.610], [-0.834, -0.857, -0.675], [-0.052, 0.201, 0.172], [-0.571, -0.336, -0.317], [1.686, 1.018, -1.038], [0.600, -0.973, -1.167], [-0.683, -0.318, -0.490], [0.083, 0.820, -0.817], [-0.036, 0.070, 0.479], [-0.183, -0.131, 0.404], [-0.207, 0.214, 0.001], [0.272, 0.121, 0.263], [0.049, -0.412, -0.303], [0.108, 0.080, -0.232], [0.152, -0.378, 0.049], [-0.039, -0.417, -0.085], [-0.471, -0.108, 0.859], [-0.005, -0.141, 0.188], [0.076, 0.331, 0.138], [0.114, 0.388, -0.106], [0.707, 0.264, -0.390], [-0.798, 0.047, 0.474], [0.405, -0.672, 0.281], [-1.890, -1.266, -0.972], [1.232, 0.479, -0.527], [0.412, 0.100, 0.001], [-0.172, 0.558, 0.488], [0.138, -0.142, -0.083], [-0.018, 0.224, -0.046], [-0.047, -0.078, 0.268], [-0.551, 0.115, -0.051], [0.419, 0.046, 0.393], [-0.163, -0.364, -0.174], [-0.071, -0.280, 0.174], [-0.096, -0.048, -0.058], [0.065, -0.109, 0.007], [-0.020, -0.328, 0.730], [-0.634, -0.236, 0.271], [-0.115, 0.254, -0.100], [-0.106, -0.385, 0.042], [0.251, 0.177, 0.100], [-0.266, -0.278, 0.500], [-0.483, 1.034, 0.457], [0.011, -1.343, -0.436], [0.955, 0.001, -0.086], [-0.599, 2.078, 0.571], [0.548, -1.147, -0.866], [0.045, 0.753, 0.752], [0.551, -1.139, -1.061], [-0.586, 0.266, -0.466], [-0.273, -0.488, 0.775], [-0.467, 0.685, 0.513], [0.527, -1.382, -0.119], [0.644, 0.382, -0.090], [-0.475, 0.201, -0.936]], "lowdin_spin": [1.01, -0.02, 0.00, -0.02, 0.00, -0.01, 0.00, 0.00, 0.00, 0.00, 0.01, 0.00, 0.00, 0.00, 0.00, 0.00, 0.00, 0.00, 0.00, 0.00, 0.00, 0.00, 0.02, 0.00, 0.00, 0.00, 0.59, 0.10, 0.00, 0.00, 0.00, 0.00, 0.04, 0.09, 0.00, 0.00, 0.00, 0.01, 0.02, 0.03, 0.01, 0.00, 0.00, 0.00, 0.00, 0.00, 0.06, 0.01, 0.02, -0.04, 0.05, 0.00, -0.01, 0.00, 0.00, 0.00, 0.00, 0.00, 0.00, 0.00, 0.00, 0.00, 0.01, 0.01, 0.00, 0.00, 0.00, 0.00, 0.00, 0.00, 0.00, 0.00, 0.00, 0.00, 0.00, 0.00, 0.00, 0.00, 0.00, 0.00, 0.00], "homo_lumo_gap_ev": [5.43, 6.13], "e_tot_ha": -2777.5549, "total_charge": 2, "homo_ev": [-13.72, -14.14], "spin_multiplicity": 3}

{"formula": "C27H41GeLaN8O3S3Se", "method": "ωB97M-V/def2-TZVPD", "species": ["La", "C", "C", "C", "C", "O", "Ge", "O", "C", "C", "C", "C", "O", "C", "C", "C", "C", "H", "H", "H", "H", "H", "H", "H", "H", "H", "H", "H", "H", "H", "H", "H", "H", "H", "H", "H", "H", "H", "H", "H", "H", "H", "H", "H", "S", "C", "C", "N", "C", "S", "C", "N", "C", "C", "N", "N", "C", "S", "N", "N", "H", "H", "H", "H", "H", "H", "C", "N", "C", "Se", "N", "C", "C", "C", "C", "C", "C", "H", "H", "H", "H", "H", "H", "H", "H"], "xyz": [[-1.195481, -0.187437, -1.310446], [-1.487659, 3.507950, -4.255372], [-1.087112, 2.035014, -4.232456], [0.374131, 1.923294, -4.743895], [-2.049405, 1.156777, -5.062349], [-1.222518, 1.612988, -2.841622], [-0.610838, 2.913991, -1.498345], [-1.872397, 1.851274, -0.284014], [-2.873238, 2.252193, 0.683572], [-2.927665, 3.748774, 0.689843], [-2.463985, 1.770703, 2.138514], [-4.165447, 1.691838, 0.195141], [0.724261, 1.307197, -1.067628], [1.885514, 1.326723, -0.204994], [1.588207, 1.742141, 1.242678], [2.419925, -0.069646, -0.106987], [2.864756, 2.240671, -0.948006], [-1.485134, 3.923698, -5.285969], [-2.533235, 3.610549, -3.885314], [-0.903686, 4.223746, -3.671327], [0.327195, 1.581039, -5.815055], [0.861903, 2.927184, -4.741211], [1.012323, 1.208311, -4.186243], [-2.161024, 1.601546, -6.091735], [-1.689180, 0.140214, -5.150959], [-3.111399, 1.139937, -4.706733], [-1.879842, 4.126484, 0.851351], [-3.302041, 4.189430, -0.290524], [-3.519742, 4.086582, 1.525400], [-1.490551, 2.230867, 2.338352], [-3.212106, 2.106602, 2.820179], [-2.412463, 0.678247, 2.197646], [-4.365920, 2.026800, -0.845061], [-4.194955, 0.624931, 0.395845], [-5.005685, 2.103309, 0.786328], [0.995775, 0.928559, 1.666056], [2.523499, 1.791134, 1.755937], [0.986089, 2.667974, 1.276543], [1.629639, -0.645083, 0.379362], [2.669795, -0.424455, -1.151811], [3.311459, -0.076858, 0.459056], [2.521305, 3.283279, -1.018804], [3.895082, 2.227324, -0.526551], [2.903268, 1.931050, -2.013676], [0.209138, -1.613752, -3.678545], [1.224578, -2.494985, -2.534723], [2.527026, -2.681501, -2.968505], [3.593646, -3.062958, -3.289761], [0.951497, -2.986373, -1.270091], [-0.579209, -3.253956, -0.652731], [1.928713, -3.204305, -0.292169], [2.753082, -3.246209, 0.574327], [-5.724104, -3.054227, -3.590916], [-5.390015, -2.844578, -2.149013], [-6.008687, -3.394030, -1.156012], [-5.365435, -2.961500, -0.034212], [-4.250346, -2.248892, -0.273199], [-3.120823, -1.636333, 0.830045], [-4.311456, -2.086201, -1.663359], [-3.380461, -1.368185, -2.512564], [-6.208572, -4.038930, -3.649492], [-4.826205, -3.012859, -4.260281], [-6.490946, -2.249517, -3.882798], [-5.643262, -3.384545, 0.852947], [-3.942078, -0.661497, -2.987379], [-2.968596, -1.990644, -3.264863], [2.193072, -0.892923, 6.333246], [3.118305, -1.228793, 5.275923], [2.706728, -1.790315, 4.048757], [0.974876, -2.407800, 3.585967], [3.801101, -2.019174, 3.214204], [4.932529, -1.740194, 3.996405], [6.269384, -1.967354, 3.819197], [7.163652, -1.720062, 4.830971], [6.744516, -1.168051, 6.051322], [5.394686, -0.819898, 6.277842], [4.502981, -1.117236, 5.235651], [1.323143, -1.508044, 6.211200], [1.975622, 0.147299, 6.244932], [2.533481, -1.053342, 7.408816], [3.691258, -2.446307, 2.303349], [6.602338, -2.431961, 2.879852], [8.195298, -1.970381, 4.619467], [7.473723, -0.992473, 6.820494], [5.154411, -0.433876, 7.230951]], "forces_ev_per_angstrom": [[1.144, -2.551, 0.105], [-1.677, 0.623, -1.006], [0.231, 0.235, 0.331], [0.150, -0.094, -0.783], [-0.805, 1.164, -0.780], [0.196, 0.909, -0.005], [0.347, -1.756, 0.904], [0.544, 0.201, -0.009], [0.961, 0.097, 0.308], [1.126, 1.247, -0.856], [0.270, -0.006, -2.177], [-1.530, 0.366, 0.433], [-1.176, 0.477, 0.593], [0.135, 1.183, -0.724], [-1.297, 0.190, -1.297], [-0.717, -0.213, -2.352], [0.617, 0.227, -0.381], [0.043, -0.407, 0.473], [0.476, -0.077, -0.227], [0.369, -0.464, -0.023], [0.264, 0.331, 0.985], [-0.281, -0.744, 0.074], [-0.622, 0.301, -0.243], [0.421, -0.547, 0.851], [0.209, -0.234, -0.021], [0.888, 0.152, 0.259], [-0.925, -0.101, -0.099], [0.315, -0.575, 1.204], [-0.367, 0.343, 0.089], [-0.178, -0.197, 0.264], [-0.430, 0.313, 0.649], [0.117, 0.205, -0.054], [0.262, -0.593, 0.449], [-0.091, -0.164, -0.639], [0.316, -0.062, -0.117], [-0.128, 0.126, 0.300], [0.503, 0.413, 0.580], [0.521, -0.201, 0.242], [0.308, -0.567, -0.119], [-0.397, -0.022, 1.223], [0.966, -0.201, 0.804], [0.001, -0.158, 0.463], [-0.669, 0.031, -0.224], [0.170, -0.182, 0.674], [-0.533, -0.235, 0.851], [-0.902, 0.597, 0.706], [4.316, -1.590, -1.177], [-2.338, 1.276, 0.661], [0.043, 0.556, -1.760], [-2.432, 0.750, 0.894], [4.619, -0.344, 3.289], [-3.067, 0.149, -2.851], [-0.646, 1.033, -0.208], [0.691, -0.079, 0.437], [-0.142, 0.227, -0.430], [0.348, -0.515, 0.334], [0.189, 0.801, -0.618], [-0.589, -0.264, -0.615], [0.347, -0.297, -0.700], [-0.725, -0.961, 0.198], [0.171, 0.400, -0.203], [-0.889, -0.041, 0.618], [1.174, -1.192, 0.104], [0.362, 0.445, -0.429], [0.102, -0.032, -0.014], [-0.453, 0.473, 1.337], [0.527, -0.082, 1.578], [-0.050, -1.479, -2.955], [0.959, 0.117, 0.227], [0.750, 0.535, 0.125], [-1.144, 1.118, 3.879], [-1.016, 1.420, 1.266], [0.567, -0.972, -1.646], [-0.090, 0.249, 0.154], [-0.979, 0.350, -0.450], [1.580, -0.983, -1.587], [0.128, -1.441, -0.384], [-0.574, -0.101, -0.163], [-0.540, 0.740, 0.012], [0.275, -0.093, -1.669], [-0.008, -0.380, -0.683], [-0.044, 0.275, 0.470], [0.036, 0.106, 0.367], [0.091, 0.053, 0.236], [-0.693, 0.397, 0.676]], "lowdin_spin": [0.00, 0.00, 0.00, 0.00, 0.00, 0.00, 0.00, 0.00, 0.00, 0.00, 0.00, 0.00, 0.00, 0.00, 0.00, 0.00, 0.00, 0.00, 0.00, 0.00, 0.00, 0.00, 0.00, 0.00, 0.00, 0.00, 0.00, 0.00, 0.00, 0.00, 0.00, 0.00, 0.00, 0.00, 0.00, 0.00, 0.00, 0.00, 0.00, 0.00, 0.00, 0.00, 0.00, 0.00, 0.01, 0.01, 0.00, 0.01, 0.00, 0.01, 0.00, 0.00, 0.00, 0.00, 0.00, 0.00, 0.00, 0.00, 0.00, 0.00, 0.00, 0.00, 0.00, 0.00, 0.00, 0.00, 0.01, 0.03, 0.04, 0.75, 0.04, 0.02, 0.00, 0.01, 0.02, 0.00, 0.02, 0.01, 0.00, 0.00, 0.00, 0.00, 0.00, 0.00, 0.00], "relative_energy_kj_mol": 177.38, "homo_lumo_gap_ev": [5.94, 2.55], "e_tot_ha": -7421.5593, "total_charge": 1, "homo_ev": [-8.62, -8.49], "spin_multiplicity": 2}